One molecule with the formula C4H11N2. Source: the Open Molecules 2025 dataset; level of theory: ωB97M-V/def2-TZVPD.

As for the expectation value of S²: 0.76. The value obtained for the total energy is -268.311605 Ha. The value obtained for the LUMO energy (spin up / spin down) is 0.0339 / 0.0199 hartree. Its max |F| is 4.953 eV/A. The calculation puts the HOMO-LUMO gap (spin up / spin down) at 5.60 / 6.85 eV. As for the spin multiplicity: 2.

Element x y z (Å)
C: 0.16187 0.08055 -2.23318
C: -0.19715 0.88178 -1.01969
C: -0.32672 -0.08532 0.16271
C: -0.09238 0.10003 1.47472
N: 1.45600 0.11961 1.84882
N: -1.30093 -0.98982 -0.06475
H: 0.17949 0.65033 -3.16612
H: 0.91975 -0.72483 -2.28081
H: -0.82240 -0.41528 -2.46956
H: 0.54434 1.71302 -0.96835
H: -1.22588 1.28341 -0.99771
H: -0.59889 0.50354 2.35564
H: 1.69801 -0.22637 0.89811
H: 1.82682 -0.49856 2.49097
H: 2.00522 0.96907 1.79736
H: -1.60838 -1.19136 -0.98320
H: -1.27726 -1.83374 0.52794

***

One molecule with the formula C6H12BNO3. Source: the Open Molecules 2025 dataset; level of theory: ωB97M-V/def2-TZVPD.

As for the SMILES: CN(C)B(O)[C@@H]1CCC(=O)O1. The value obtained for the total energy is -541.037941 Ha. The value obtained for the LUMO energy is 0.0100 hartree. Its max |F| is 9.459 eV/A. The calculation puts the HOMO-LUMO gap at 9.41 eV.

Element x y z (Å)
C: -2.01859 -0.03899 0.89342
N: -0.55354 0.22107 1.16918
C: -0.33019 0.48492 2.64489
B: 0.22203 -0.98031 0.66133
O: 0.11590 -2.36884 1.21415
C: 1.23978 -0.78443 -0.63867
C: 1.72893 0.73279 -1.04659
C: 0.87332 1.16340 -2.40822
C: -0.20148 -0.07464 -2.39506
O: -1.50973 -0.05348 -2.75666
O: 0.60198 -1.23236 -1.88786
H: -2.30862 -1.19236 0.98537
H: -2.63375 0.59349 1.66316
H: -2.21270 0.26909 -0.23944
H: -0.51308 1.65469 2.79762
H: 0.75909 0.27526 3.02161
H: -1.14121 -0.03658 3.34773
H: -0.52880 -2.82517 0.57138
H: 2.23826 -1.36164 -0.43680
H: 2.90845 0.76787 -1.21597
H: 1.39015 1.41578 -0.15764
H: 0.46825 2.27992 -2.33760
H: 1.40556 1.09051 -3.44932

***

C35H37BCl3N8O4S5Zr as an isolated structure. Source: the Open Molecules 2025 dataset; level of theory: ωB97M-V/def2-TZVPD.

The value obtained for the total energy is -5538.488530 Ha. The value obtained for the LUMO energy is -0.1095 hartree. Its max |F| is 2.184 eV/A. The calculation puts the HOMO-LUMO gap at 7.44 eV. Its net charge is +1.

Element x y z (Å)
Zr: 0.08603 0.02588 0.05996
O: -2.47882 -0.25712 -4.87744
C: -2.96796 0.84463 -4.27949
C: -4.01966 1.50619 -4.91458
C: -4.55623 2.65039 -4.36645
C: -4.06176 3.17065 -3.16680
C: -3.03536 2.51082 -2.53158
C: -2.47772 1.33876 -3.06404
C: -1.43081 0.66244 -2.29393
O: -1.25186 1.05291 -1.05561
N: -0.78496 -0.33492 -2.82159
N: 0.05781 -1.02752 -1.90627
C: 0.34826 -2.21999 -2.34668
S: 1.09526 -3.42357 -1.35488
C: 1.53657 -4.48359 -2.75114
C: 0.37568 -4.43955 -3.71905
S: -0.07754 -2.70638 -3.95561
H: -1.74051 -0.58556 -4.32834
H: -4.38655 1.09680 -5.84674
H: -5.36753 3.15292 -4.87825
H: -4.47503 4.07754 -2.74684
H: -2.63068 2.89486 -1.60477
H: 1.71892 -5.48369 -2.36143
H: 2.44926 -4.09599 -3.20165
H: -0.49240 -4.96853 -3.32772
H: 0.64117 -4.84862 -4.69305
C: -4.22924 0.49673 0.38353
N: -3.72480 -0.12718 1.60615
C: -4.18250 0.12483 2.88106
C: -3.48296 -0.68542 3.70463
N: -2.61501 -1.43666 2.93843
B: -1.85380 -2.63622 3.63897
N: -0.68009 -3.25764 2.79593
C: -0.52637 -4.62754 2.72940
C: 0.74312 -4.89261 2.35400
N: 1.36126 -3.66922 2.17382
C: 2.78745 -3.48904 1.91709
C: 0.47920 -2.69069 2.45832
S: 0.81860 -0.98997 2.41990
C: -2.77178 -1.08218 1.66283
S: -1.93568 -1.66036 0.24895
H: -5.03730 1.16819 0.66084
H: -4.60543 -0.26462 -0.29572
H: -3.44126 1.05443 -0.11552
H: -4.95059 0.85144 3.08025
H: -3.52868 -0.80503 4.77303
H: -2.65053 -3.53271 3.80406
H: -1.40761 -2.20210 4.67611
H: -1.33931 -5.29148 2.96203
H: 1.26034 -5.82272 2.19628
H: 3.27230 -4.45275 2.04902
H: 3.20159 -2.77531 2.62507
H: 2.96592 -3.12989 0.90536
Cl: 0.35982 6.97247 2.39637
C: 0.55336 5.44169 1.61169
C: -0.16353 4.34686 2.05968
C: 0.03825 3.14916 1.40822
Cl: -0.85194 1.71989 1.91226
C: 0.92064 2.95990 0.35325
O: 1.10529 1.75126 -0.15810
C: 1.58286 4.10079 -0.09070
Cl: 2.60900 3.99921 -1.48884
C: 1.41504 5.32598 0.53094
H: -0.85293 4.42679 2.88876
H: 1.95023 6.19075 0.16418
C: 7.21617 0.78308 -0.21653
C: 6.01120 0.50324 0.67383
C: 4.86056 1.46163 0.41848
N: 4.29649 1.34604 -0.93514
C: 3.37452 0.49218 -1.30118
S: 2.78649 -0.69973 -0.20860
N: 2.80052 0.59165 -2.53565
C: 2.96059 1.50142 -3.61081
O: 2.00633 1.70923 -4.31124
C: 4.29742 2.09984 -3.87452
C: 5.46083 1.34015 -3.80754
C: 6.67653 1.91523 -4.14263
C: 6.72881 3.24942 -4.52803
C: 5.56464 4.00518 -4.60272
C: 4.34454 3.42662 -4.29205
H: 8.02929 0.08685 -0.01129
H: 7.59895 1.79470 -0.05983
H: 6.95825 0.68466 -1.27390
H: 6.28436 0.59900 1.72697
H: 5.65829 -0.52186 0.53328
H: 5.21133 2.49191 0.49846
H: 4.05292 1.31686 1.13163
H: 4.54478 2.07197 -1.59396
H: 1.93943 0.06409 -2.62070
H: 5.41339 0.29623 -3.51710
H: 7.58173 1.32313 -4.10893
H: 7.68029 3.69837 -4.78240
H: 5.60703 5.04006 -4.91566
H: 3.42183 3.98776 -4.37361

***

C14H15ClFeN2O6 as an isolated structure. Source: the Open Molecules 2025 dataset; level of theory: ωB97M-V/def2-TZVPD.

As for the expectation value of S²: 8.76. The value obtained for the total energy is -2827.202856 Ha. The value obtained for the LUMO energy (spin up / spin down) is -0.1631 / -0.2019 hartree. Its max |F| is 0.570 eV/A. The calculation puts the HOMO-LUMO gap (spin up / spin down) at 8.79 / 7.76 eV. As for the spin multiplicity: 6. Its net charge is +1.

Element x y z (Å)
Fe: 1.29659 0.27074 1.24206
O: 4.25420 1.53083 -1.46390
C: 3.30579 1.39461 -0.58231
O: 3.24896 0.48126 0.23690
C: 2.25836 2.45811 -0.56340
C: 2.20985 3.67407 -1.20801
C: 1.15963 4.53255 -0.86286
C: 0.24061 4.18189 0.11602
C: 0.37880 2.93654 0.71600
N: 1.33767 2.12234 0.33047
C: -0.41373 2.36109 1.87870
O: -1.42168 2.87416 2.26513
O: 0.16069 1.27289 2.38695
H: 4.89580 0.80320 -1.38354
H: 2.96113 3.95956 -1.93021
H: 1.08522 5.49741 -1.34597
H: -0.55186 4.84793 0.42718
C: -3.10768 -1.85379 0.99744
C: -2.54955 -1.53650 -0.39957
C: -2.28312 -2.82576 -1.19152
C: -3.48321 -0.59087 -1.16941
C: -1.26565 -0.85706 -0.20919
N: -0.26120 -0.32533 -0.04870
H: -4.04456 -2.39544 0.86777
H: -3.31297 -0.93967 1.55465
H: -2.41527 -2.46916 1.56873
H: -3.23444 -3.33716 -1.33605
H: -1.61383 -3.48913 -0.64448
H: -1.85560 -2.61169 -2.17096
H: -4.43439 -1.10116 -1.31791
H: -3.07570 -0.33662 -2.14783
H: -3.66865 0.32527 -0.60935
Cl: 2.80934 -2.50511 -0.89155
C: 2.52048 -3.34432 0.66265
C: 1.32933 -2.69367 1.33676
O: 0.25983 -3.22835 1.43421
O: 1.56075 -1.44807 1.74280
H: 3.41744 -3.25227 1.26843
H: 2.30261 -4.38333 0.44385

***

C9H10CuN2OS3 as an isolated structure. Source: the Open Molecules 2025 dataset; level of theory: ωB97M-V/def2-TZVPD.

As for the expectation value of S²: 0.76. The value obtained for the total energy is -3368.784790 Ha. The value obtained for the LUMO energy (spin up / spin down) is -0.0112 / -0.0214 hartree. Its max |F| is 1.104 eV/A. The calculation puts the HOMO-LUMO gap (spin up / spin down) at 6.43 / 6.43 eV. As for the spin multiplicity: 2.

Element x y z (Å)
Cu: 1.38742 0.39749 1.21024
C: -2.82773 0.90575 2.18048
C: -1.54226 0.92218 1.39395
O: -0.47161 0.66154 1.94199
N: -1.67231 1.21499 0.08466
C: -0.56873 1.23605 -0.86978
C: -0.13864 -0.15712 -1.26302
C: -0.48567 -0.72703 -2.47597
C: -0.08314 -2.02638 -2.74829
C: 0.65282 -2.71223 -1.79715
C: 0.96835 -2.06897 -0.61194
N: 0.57872 -0.82417 -0.35004
H: -2.60265 1.03644 3.23438
H: -3.30419 -0.06641 2.04278
H: -3.51264 1.68446 1.84812
H: -2.60161 1.34979 -0.27119
H: 0.27758 1.75296 -0.40845
H: -0.88535 1.80461 -1.74017
H: -1.05605 -0.16082 -3.20078
H: -0.33589 -2.49226 -3.69125
H: 0.98549 -3.72575 -1.96936
H: 1.56483 -2.55074 0.15261
S: 5.53432 1.47598 2.26671
C: 3.97834 1.14627 1.84757
S: 3.54764 0.14658 0.51133
S: 2.61294 1.77682 2.68255

***

A 12-piece molecular cluster, C42H41BrCl33NO6 overall. Source: the Open Molecules 2025 dataset; level of theory: ωB97M-V/def2-TZVPD.

As for the SMILES: C=Cc1c(Br)cc(COC)c2c1C(=O)c1c(cc(CCCC(=O)O)c(-c3cccnc3)c1CCOCC)C2=O.ClC(Cl)Cl.ClC(Cl)Cl.ClC(Cl)Cl.ClC(Cl)Cl.ClC(Cl)Cl.ClC(Cl)Cl.ClC(Cl)Cl.ClC(Cl)Cl.ClC(Cl)Cl.ClC(Cl)Cl.ClC(Cl)Cl. The value obtained for the total energy is -19891.335234 Ha. The value obtained for the LUMO energy is -0.0377 hartree. Its max |F| is 2.669 eV/A. The calculation puts the HOMO-LUMO gap at 6.40 eV.

Element x y z (Å)
C: -0.10083 1.21567 2.17369
C: -0.88292 0.37255 1.36810
C: -1.51109 0.83598 0.06465
C: -2.17836 2.06400 -0.05134
Br: -2.33797 3.21370 1.50143
C: -2.72623 2.48520 -1.27429
C: -2.61728 1.71354 -2.43250
C: -3.21261 2.26884 -3.72620
O: -2.46212 1.99464 -4.88696
C: -1.16333 2.56174 -4.84224
C: -1.94893 0.49078 -2.32190
C: -1.41609 0.06605 -1.10546
C: -0.69305 -1.27147 -1.11732
O: -0.83515 -2.09029 -0.23188
C: 0.17361 -1.50050 -2.34905
C: -0.36303 -1.08450 -3.57643
C: 0.30517 -1.20908 -4.77543
C: 1.59877 -1.77805 -4.76738
C: 2.34359 -1.88014 -6.11600
C: 2.85743 -3.29747 -6.45811
C: 3.38072 -3.28444 -7.92842
C: 4.53536 -2.28700 -8.07486
O: 5.66646 -2.52306 -7.74340
O: 4.19535 -1.03637 -8.59453
C: 2.14040 -2.18197 -3.54314
C: 3.54265 -2.74115 -3.54538
C: 3.76363 -4.12950 -3.47883
C: 5.11928 -4.48317 -3.48151
C: 6.09057 -3.49718 -3.58749
N: 5.93349 -2.16936 -3.65685
C: 4.62744 -1.87765 -3.60970
C: 1.44881 -2.05797 -2.31618
C: 2.08620 -2.49257 -0.99978
C: 3.36889 -1.67113 -0.67756
O: 3.56800 -1.81164 0.72507
C: 4.85945 -1.31897 1.08094
C: 4.84028 0.23865 1.10044
C: -1.74316 -0.43823 -3.52481
O: -2.59371 -0.66902 -4.35237
H: 0.97730 1.17652 2.15704
H: -0.52124 1.93533 2.88867
H: -1.02046 -0.67511 1.66387
H: -3.26635 3.44693 -1.34478
H: -3.37140 3.35712 -3.61204
H: -4.19517 1.79356 -3.87668
H: -1.24131 3.65905 -4.91011
H: -0.65401 2.23359 -5.76011
H: -0.54767 2.20837 -4.00028
H: -0.12568 -0.87505 -5.71446
H: 1.68955 -1.58700 -6.95937
H: 3.15368 -1.13149 -6.08661
H: 3.71060 -3.61217 -5.84991
H: 2.05913 -4.04177 -6.33265
H: 3.75061 -4.28127 -8.20966
H: 2.58998 -3.01467 -8.64298
H: 4.11475 -0.40701 -7.86606
H: 2.92608 -4.82166 -3.41789
H: 5.41696 -5.52849 -3.40349
H: 7.13308 -3.83801 -3.61877
H: 4.39190 -0.80337 -3.62451
H: 1.42022 -2.31785 -0.14611
H: 2.29732 -3.57348 -0.97609
H: 4.20663 -2.10561 -1.23683
H: 3.18476 -0.60653 -0.89898
H: 5.07228 -1.67347 2.09725
H: 5.63433 -1.73088 0.41423
H: 5.14897 0.62137 2.08116
H: 5.49142 0.63213 0.30825
H: 3.81888 0.60831 0.92933
C: -3.77950 -2.99930 0.93991
Cl: -5.32706 -3.50748 0.25971
Cl: -3.75971 -1.26247 1.22796
Cl: -3.43805 -3.86536 2.44282
H: -2.99840 -3.23468 0.22685
C: 2.28856 -0.59028 5.12243
Cl: 2.09810 0.61779 6.39061
Cl: 1.21509 -0.21104 3.74642
Cl: 3.96733 -0.68751 4.59114
H: 2.00548 -1.55540 5.52733
C: -3.76455 2.86293 5.68813
Cl: -3.68144 1.86098 4.24490
Cl: -2.82338 2.14947 7.00103
Cl: -3.19468 4.49655 5.32650
H: -4.79602 2.92546 6.00501
C: -7.86118 2.63972 4.60995
Cl: -6.62486 3.42622 3.61980
Cl: -7.21881 2.16450 6.18664
Cl: -9.26049 3.69494 4.81003
H: -8.18359 1.74290 4.09571
C: -2.16136 -4.07421 6.12606
Cl: -1.14986 -5.46890 6.51065
Cl: -3.65748 -4.11217 7.06009
Cl: -1.28245 -2.56758 6.41212
H: -2.41708 -4.12085 5.07495
C: -5.90096 -7.58673 5.65266
Cl: -4.96521 -6.62036 4.51120
Cl: -5.21760 -9.20762 5.79906
Cl: -5.96638 -6.79189 7.22787
H: -6.91190 -7.67717 5.27578
C: -0.82292 0.93402 -8.93239
Cl: 0.13304 -0.41915 -8.30866
Cl: -2.39246 0.99649 -8.14044
Cl: 0.04947 2.45609 -8.72397
H: -0.97861 0.77641 -9.99233
C: -1.75894 6.32733 -1.51991
Cl: -0.63665 6.37246 -0.16093
Cl: -1.13103 5.29961 -2.80881
Cl: -3.35282 5.76972 -0.99414
H: -1.86401 7.33262 -1.90801
C: 5.86979 0.07394 8.63792
Cl: 4.83602 1.49825 8.52254
Cl: 5.24048 -1.25180 7.65206
Cl: 7.52323 0.46903 8.16106
H: 5.88387 -0.25001 9.67091
C: 0.29852 6.02495 6.39683
Cl: 1.23479 7.04786 5.30342
Cl: 0.95086 4.38606 6.43186
Cl: 0.26260 6.71868 8.02016
H: -0.71861 5.97565 6.02725
C: -4.94677 8.21201 6.11576
Cl: -6.05738 9.58236 6.05163
Cl: -5.55296 6.86699 5.14923
Cl: -3.33420 8.68962 5.57219
H: -4.87276 7.88351 7.14500